Molecular formula: C7H13N2O
Method: DFT, wB97M-V/def2-TZVPD

Last column: Löwdin charge in e.
Geometry (Å):
C: -0.832035 -1.543996 0.264389  -0.067
C: -0.728761 -0.199616 0.823977  -0.107
C: -1.749289 -1.467765 -0.693841  -0.089
C: -1.890668 0.463962 0.321290  -0.205
C: -2.430054 1.832745 0.559586  0.061
C: 2.022140 -0.045747 0.679545  -0.220
C: 0.771456 0.252213 -0.209814  -0.260
N: 0.883941 -0.366810 -1.438772  0.058
N: 3.301114 0.030809 -0.112113  -0.018
O: -2.420776 -0.305093 -0.613613  0.118
H: -0.162598 -2.335778 0.512296  0.130
H: -0.365755 -0.006753 1.951958  0.216
H: -2.239265 -2.319010 -1.251861  0.174
H: -1.434130 2.482330 0.698870  0.164
H: -3.075494 1.822386 1.392635  0.092
H: 2.226179 0.630565 1.507360  0.115
H: 1.998486 -1.098684 1.069403  0.129
H: 0.693076 1.376607 -0.453974  0.167
H: 1.158880 -1.373422 -1.181123  0.143
H: 0.350904 -0.169528 -2.306721  0.142
H: 3.457434 -0.788132 -0.741631  0.084
H: -3.044480 2.178606 -0.188829  0.069
H: 3.509690 0.950107 -0.589006  0.104

Forces on atoms 1 to 3 (eV/Å):
-0.242 0.315 0.534
1.037 0.126 2.740
-0.713 -3.898 0.253

Net charge = +1
Orbital gap = 7.95 eV
LUMO level = -0.17614 hartree
ΔE to the lowest compared entry with this formula, charge and spin = 102.0 kcal per mole

=====

Molecular formula: C28H90N18O16
Method: DFT, wB97M-V/def2-TZVPD

Last column: Löwdin charge in e.
Geometry (Å):
C: -1.400046 5.023851 -3.836261  -0.072
C: -1.574440 4.754753 -2.337649  -0.256
O: -0.794512 3.602434 -2.019166  -0.161
H: -1.820344 4.224707 -4.450868  0.069
H: -0.375538 5.068967 -4.211535  0.064
H: -1.861512 5.959671 -4.157309  0.075
H: -2.577320 4.617794 -1.940786  0.114
H: -1.093422 5.557348 -1.768599  0.110
H: 0.042189 3.694632 -2.505336  0.033
C: 3.163074 5.269414 -1.828239  -0.056
C: 3.134066 4.024355 -2.684955  -0.307
O: 1.815620 3.729502 -3.131115  -0.099
H: 2.943317 6.123859 -2.470741  0.082
H: 4.140330 5.345765 -1.351210  0.069
H: 2.446138 5.342947 -1.009159  0.076
H: 3.498178 3.166233 -2.109486  0.083
H: 3.832163 4.075902 -3.522510  0.124
H: 1.845010 3.467455 -4.055001  0.094
C: 4.206669 3.342159 2.826675  -0.092
C: 2.710549 3.649667 2.969847  -0.348
O: 2.160402 4.183375 1.805125  -0.104
H: 4.762356 3.161245 3.744492  0.070
H: 4.666646 4.015466 2.099896  0.069
H: 4.305782 2.423755 2.232748  0.051
H: 2.681308 4.356544 3.801923  0.103
H: 2.218438 2.701193 3.204899  0.104
H: 1.966539 3.405337 1.250599  0.023
C: 6.673343 2.192461 -1.242137  -0.092
C: 6.882853 3.518431 -1.942375  -0.315
O: 8.094724 4.175949 -1.597599  -0.068
H: 7.333037 1.363146 -1.496654  0.069
H: 5.650666 1.863076 -1.451646  0.050
H: 6.684080 2.319728 -0.156646  0.072
H: 6.043460 4.193545 -1.786813  0.090
H: 6.902148 3.285702 -3.012108  0.112
H: 8.797916 3.660081 -2.001812  0.082
C: -1.230674 3.941397 1.175621  -0.086
C: -2.595736 4.632589 1.378716  -0.291
O: -3.393495 3.660610 2.017224  -0.098
H: -0.509239 4.621216 0.717616  0.069
H: -1.428265 3.051315 0.586920  0.054
H: -0.797757 3.699478 2.147663  0.068
H: -2.980135 4.894908 0.393014  0.094
H: -2.575162 5.530305 2.001867  0.110
H: -2.953981 3.382042 2.828989  0.020
C: -1.612478 -2.786197 -2.400503  -0.065
C: -3.055788 -2.958746 -2.936952  -0.297
O: -3.018869 -3.281738 -4.317717  -0.073
H: -1.117284 -3.743731 -2.225071  0.049
H: -1.597816 -2.217608 -1.472162  0.068
H: -1.062770 -2.325972 -3.222346  0.058
H: -3.421150 -1.928054 -2.896399  0.097
H: -3.663157 -3.501225 -2.213127  0.085
H: -3.706352 -2.762626 -4.738279  0.068
C: 4.984860 0.062908 -4.117055  -0.739
O: 5.616544 0.829404 -4.867575  -0.016
N: 5.601516 -0.811580 -3.342581  0.156
N: 3.712588 0.233785 -3.799358  0.173
H: 6.579478 -0.866864 -3.579959  0.115
H: 4.960235 -1.548169 -3.062942  0.063
H: 3.317247 -0.341849 -3.067864  0.055
H: 3.172444 1.000419 -4.155092  0.099
C: 5.368315 -2.396952 1.191784  -0.696
O: 4.734955 -1.876944 2.094070  0.029
N: 5.679529 -1.682787 0.069154  0.180
N: 5.664784 -3.708541 1.121965  0.148
H: 5.503111 -0.692433 0.070691  0.101
H: 6.293926 -2.064433 -0.629386  0.095
H: 5.642662 -4.274004 1.954878  0.119
H: 6.098570 -4.125499 0.316052  0.107
C: 1.544711 -3.943787 2.555390  -0.678
O: 0.595730 -4.739530 2.702133  -0.017
N: 2.725876 -4.326918 2.085399  0.171
N: 1.445773 -2.628852 2.654797  0.211
H: 2.621714 -5.290140 1.801971  0.114
H: 3.458970 -3.672685 1.876858  0.045
H: 0.505614 -2.287412 2.765724  0.076
H: 2.162657 -1.973245 2.392836  0.098
C: 2.731865 -3.290830 -2.122114  -0.624
O: 3.261848 -2.203776 -2.344448  -0.005
N: 1.609281 -3.820896 -2.682144  0.169
N: 3.238828 -4.192180 -1.250140  0.172
H: 1.213735 -3.350857 -3.480490  0.105
H: 1.027657 -4.535681 -2.286030  0.095
H: 4.010592 -3.865687 -0.689607  0.066
H: 2.554839 -4.869639 -0.966538  0.097
C: -1.354639 2.272106 5.180546  -0.643
O: -2.305729 2.599301 4.464629  -0.004
N: -0.561372 3.186065 5.763408  0.158
N: -0.997145 1.004531 5.500116  0.174
H: 0.080875 2.944165 6.495665  0.098
H: -0.606527 4.158167 5.512427  0.111
H: -0.271919 0.913277 6.188250  0.095
H: -1.481617 0.166540 5.185944  0.061
C: -2.535968 0.905178 -3.854352  -0.693
O: -3.470885 1.326512 -3.192576  0.042
N: -1.254509 1.353285 -3.808297  0.159
N: -2.609371 -0.058967 -4.792432  0.151
H: -0.937424 2.031524 -3.128941  0.056
H: -0.507161 0.951174 -4.343407  0.088
H: -3.462595 -0.589088 -4.826532  0.093
H: -1.791198 -0.376714 -5.274012  0.097
C: -3.846313 -0.638693 3.849986  -0.680
O: -2.929345 -0.819515 4.655170  -0.019
N: -4.050710 0.549034 3.247645  0.190
N: -4.690361 -1.593768 3.446327  0.194
H: -3.456997 1.340090 3.457420  0.061
H: -4.743383 0.569715 2.521748  0.104
H: -4.423209 -2.491287 3.843081  0.067
H: -5.460042 -1.458810 2.820380  0.081
C: -2.900073 -4.627343 3.544633  -0.683
O: -3.976622 -4.391135 4.073299  -0.003
N: -1.899335 -3.726556 3.595419  0.180
N: -2.600755 -5.822228 2.950420  0.165
H: -2.147151 -2.768535 3.793052  0.062
H: -0.957470 -3.926030 3.264857  0.042
H: -3.358971 -6.463967 2.802096  0.099
H: -1.684437 -6.040776 2.597912  0.083
C: 2.387999 0.207301 -0.144204  -0.057
C: 1.046373 0.881719 -0.340320  -0.368
C: -0.095677 0.577171 0.666259  -0.132
O: -0.140700 -0.872188 0.779983  -0.214
C: -1.309817 -1.262125 1.490374  -0.127
N: 1.308108 2.331902 -0.207962  0.058
H: 2.779343 0.314459 0.869676  0.081
H: 3.129772 0.465003 -0.902479  0.059
H: 2.307295 -0.874258 -0.285043  0.061
H: 0.784975 0.751220 -1.395750  0.130
H: -1.034424 0.966847 0.273205  0.118
H: 0.144921 1.004510 1.640920  0.129
H: -1.259238 -1.039429 2.558133  0.078
H: -1.435521 -2.323095 1.266904  0.075
H: -2.194909 -0.819962 1.023871  0.093
H: 2.085533 2.549462 -0.818058  0.050
H: 0.516935 2.825062 -0.610476  0.042
C: -7.810041 -2.604680 1.186321  -0.073
C: -7.870715 -2.873380 -0.319713  -0.395
C: -6.600875 -3.604513 -0.775256  -0.214
O: -5.367887 -2.990671 -0.477051  -0.191
C: -4.469345 -3.750766 0.299542  -0.119
N: -8.974973 -3.814606 -0.573960  0.022
H: -7.600598 -3.442514 1.858871  0.085
H: -8.812742 -2.372781 1.557588  0.073
H: -7.130803 -1.812232 1.505138  0.056
H: -8.026384 -1.917871 -0.818362  0.140
H: -6.630573 -3.916262 -1.824657  0.125
H: -6.567307 -4.602892 -0.321378  0.118
H: -3.587727 -3.139750 0.511205  0.071
H: -3.953731 -4.565413 -0.220688  0.085
H: -4.888961 -4.048617 1.261715  0.084
H: -8.779380 -4.697011 -0.110486  0.069
H: -9.780709 -3.519667 -0.031697  0.064

Forces on atoms 1 to 3 (eV/Å):
-0.955 0.037 -0.557
1.788 0.368 -0.311
0.012 -0.740 0.002

Net charge = 0
Orbital gap = 9.01 eV
LUMO level = -0.00771 hartree

=====

Molecular formula: C37H31N5O10S2
Method: DFT, wB97M-V/def2-TZVPD

Last column: Löwdin charge in e.
Geometry (Å):
C: -1.070972 -2.864174 -0.707369  -0.148
S: -2.052838 -2.177467 0.600313  0.649
O: -3.426438 -2.147736 0.167475  -0.307
O: -1.436835 -0.930888 0.976305  -0.319
C: -1.898455 -3.339756 1.932314  -0.269
C: -2.009671 -2.922245 3.253709  -0.031
C: -1.912943 -3.866635 4.264175  0.015
C: -1.703527 -5.207099 3.978039  -0.260
C: -1.580940 -5.598033 2.646643  -0.439
C: -1.681284 -4.675485 1.618220  -0.075
S: -1.274000 -7.301062 2.304138  1.046
C: -0.164227 -7.612749 3.650530  -0.446
C: 0.957038 -8.419049 3.497972  -0.094
C: 1.793329 -8.621925 4.584762  -0.087
C: 1.516354 -8.030826 5.806951  -0.085
C: 0.399530 -7.219572 5.955728  -0.016
C: -0.442797 -7.009632 4.873997  -0.270
N: -1.608515 -6.174389 5.028786  0.055
H: -0.178596 -3.342427 -0.305688  0.074
H: -0.775623 -2.034814 -1.346448  0.072
H: -1.653885 -3.606078 -1.250838  0.069
H: -2.151141 -1.885297 3.535416  0.095
H: -1.982074 -3.579892 5.306655  0.124
H: -1.568257 -5.032479 0.602213  0.103
H: 1.175947 -8.874395 2.540148  0.091
H: 2.686270 -9.228877 4.496109  0.104
H: 2.167480 -8.193631 6.657885  0.102
H: 0.156159 -6.731007 6.890696  0.114
H: -2.419982 -6.789920 4.992675  0.134
O: 0.436592 -7.221352 -0.763723  0.057
N: 1.397904 -7.931612 -0.557734  -0.346
O: 2.176414 -7.791176 0.364383  0.069
C: 1.636569 -9.048107 -1.489519  -0.145
C: 0.781696 -9.216039 -2.562742  -0.002
C: 1.020420 -10.258325 -3.443889  -0.064
C: 2.097695 -11.110601 -3.240048  -0.071
C: 2.939425 -10.926849 -2.150981  -0.065
C: 2.712040 -9.886856 -1.264082  -0.003
H: -0.052458 -8.546290 -2.707469  0.119
H: 0.365011 -10.403768 -4.291423  0.108
H: 2.282365 -11.920688 -3.933011  0.107
H: 3.776353 -11.592753 -1.992352  0.108
H: 3.359274 -9.729931 -0.414425  0.119
O: -0.622904 1.046108 5.566362  0.077
N: -0.755435 1.009557 4.358551  -0.337
O: -1.074917 0.021816 3.727363  0.058
C: -0.511080 2.240181 3.593846  -0.145
C: -0.113640 3.381674 4.266730  -0.006
C: 0.129461 4.530176 3.532381  -0.062
C: -0.029399 4.522988 2.152446  -0.078
C: -0.436989 3.366356 1.501334  -0.051
C: -0.681558 2.207200 2.221551  0.012
H: 0.004070 3.372118 5.339921  0.116
H: 0.442741 5.433957 4.037111  0.108
H: 0.171014 5.416576 1.586165  0.081
H: -0.566984 3.367341 0.428002  0.109
H: -0.996649 1.296973 1.729271  0.097
O: -1.268285 7.260062 1.680465  0.064
N: -1.439098 7.271145 0.476388  -0.343
O: -1.766548 6.300640 -0.177197  0.079
C: -1.223323 8.539274 -0.237670  -0.147
C: -0.813390 9.647953 0.478741  -0.003
C: -0.594131 10.834075 -0.204292  -0.060
C: -0.788175 10.894810 -1.577552  -0.062
C: -1.208407 9.770316 -2.274844  -0.070
C: -1.428939 8.578505 -1.605296  0.004
H: -0.666346 9.586195 1.546440  0.118
H: -0.267680 11.710975 0.337646  0.108
H: -0.608640 11.818286 -2.111182  0.112
H: -1.363759 9.825808 -3.342613  0.090
H: -1.752781 7.695254 -2.135128  0.119
O: -0.315374 10.781969 -5.403190  0.065
N: 0.654017 10.095771 -5.137966  -0.349
O: 1.328706 10.219676 -4.137405  0.080
C: 1.025545 9.036891 -6.090175  -0.146
C: 0.288230 8.894207 -7.251097  -0.002
C: 0.652751 7.904587 -8.149467  -0.063
C: 1.735487 7.079147 -7.875664  -0.069
C: 2.457134 7.236617 -6.699621  -0.063
C: 2.104161 8.223991 -5.794284  -0.001
H: -0.551438 9.542907 -7.449880  0.119
H: 0.091405 7.779288 -9.064944  0.109
H: 2.018440 6.310149 -8.582094  0.108
H: 3.297878 6.590992 -6.487044  0.109
H: 2.656421 8.359371 -4.876601  0.120

Forces on atoms 1 to 3 (eV/Å):
0.192 -0.453 -0.062
-0.205 0.557 -0.074
0.055 -0.196 -0.009

Net charge = 0
Orbital gap = 7.43 eV
LUMO level = -0.02807 hartree